# 1
Formula: C3H4GdLiO4
Source: the Open Molecules 2025 dataset
Level of theory: ωB97M-V with the def2-TZVPD basis set

```
! wB97M-V def2-TZVPD RIJCOSX def2/J DEFGRID3
* xyz 1 9
O 2.012 -0.761 -0.554
O 0.363 1.293 1.061
C -0.897 1.344 0.496
C -1.230 0.040 -0.229
O -0.095 -0.297 -1.047
C 0.790 -1.159 -0.534
H -1.692 1.503 1.253
H -1.001 2.175 -0.234
H -2.101 0.139 -0.888
H -1.402 -0.775 0.488
O 0.477 -2.294 -0.148
Gd 2.349 1.376 0.182
Li 2.427 -2.584 0.154
*
```

Values from the calculation:
Frontier orbital gap (alpha / beta) (eV): 8.0 / 8.7
E_HOMO (alpha / beta) (eV): -11.88 / -13.19
Expectation value of S²: 20.0333
E_LUMO (alpha / beta) (eV): -3.84 / -4.51
Energy relative to the best compared isomer or geometry (same formula, charge and spin) (kcal/mol): 0.00

Atom charges from the Mulliken analysis, given in e for atoms 1 to 2: -0.9320 -0.7486

# 2
Formula: C25H21N4O6S3Se2W
Source: the Open Molecules 2025 dataset
Level of theory: ωB97M-V with the def2-TZVPD basis set

```
! wB97M-V def2-TZVPD RIJCOSX def2/J DEFGRID3
* xyz 1 1
W -0.176 -0.641 -0.038
C -2.685 3.732 2.462
Se -1.575 2.335 1.681
C -0.924 1.469 3.321
C 0.587 1.266 3.264
Se 1.275 1.143 1.412
C 3.020 0.464 1.915
H -3.451 3.269 3.076
H -3.154 4.234 1.619
H -2.081 4.433 3.030
H -1.430 0.511 3.400
H -1.219 2.106 4.150
H 0.900 0.341 3.745
H 1.115 2.114 3.695
H 3.461 1.203 2.582
H 3.612 0.358 1.014
H 2.904 -0.499 2.406
O -3.810 -0.394 1.330
C -2.787 -0.151 0.807
O -1.554 -0.613 1.227
C -2.579 0.736 -0.434
O -3.399 1.350 -1.012
O -1.238 0.730 -0.757
O -0.907 -2.639 -0.195
S -1.557 -2.369 -1.536
O -2.786 -1.638 -1.424
N -0.331 -1.428 -1.987
C -0.359 -0.588 -3.110
C -1.011 -0.856 -4.282
C -0.893 0.028 -5.371
C -0.105 1.137 -5.281
C 0.573 1.437 -4.076
C 1.400 2.571 -3.920
C 2.004 2.790 -2.719
C 1.770 1.898 -1.660
N 0.997 0.842 -1.747
C 0.419 0.584 -2.969
C -1.703 -3.833 -2.425
C -0.531 -4.573 -2.592
C -0.608 -5.770 -3.275
C -1.835 -6.198 -3.776
C -2.987 -5.438 -3.610
C -2.936 -4.239 -2.922
H -1.616 -1.750 -4.371
H -1.425 -0.189 -6.286
H 0.006 1.809 -6.122
H 1.541 3.246 -4.754
H 2.651 3.639 -2.553
H 2.256 2.079 -0.712
H 0.405 -4.212 -2.184
H 0.284 -6.366 -3.410
H -1.892 -7.145 -4.296
H -3.928 -5.784 -4.016
H -3.816 -3.631 -2.756
S 0.663 -1.967 2.038
C 1.379 -3.309 1.170
C 1.093 -4.639 1.614
N 0.789 -5.705 1.917
C 2.065 -3.067 0.041
S 2.176 -1.417 -0.571
C 2.669 -4.095 -0.745
N 3.111 -4.907 -1.429
*
```

Values from the calculation:
Frontier orbital gap (eV): 5.8
E_HOMO (eV): -11.04
E_LUMO (eV): -5.23
Energy relative to the best compared isomer or geometry (same formula, charge and spin) (kcal/mol): 58.03

Atom charges from the Mulliken analysis, given in e for atoms 1 to 2: 0.6969 -1.1493

# 3
Formula: C28H28IrN9
Source: the Open Molecules 2025 dataset
Level of theory: ωB97M-V with the def2-TZVPD basis set

```
! wB97M-V def2-TZVPD RIJCOSX def2/J DEFGRID3
* xyz 0 1
Ir 1.206 -0.188 0.629
N 1.445 -0.446 -3.923
C 1.618 -0.066 -2.659
N 1.109 -0.669 -1.637
C 0.348 -1.826 -1.825
N -0.094 -2.549 -0.856
N 0.202 -2.025 0.372
C -0.205 -2.593 1.412
C 0.105 -1.958 2.694
C -0.397 -2.465 3.879
C -0.094 -1.834 5.072
C 0.735 -0.726 5.052
C 1.201 -0.275 3.829
N 0.879 -0.862 2.678
C 0.029 -2.224 -3.198
C -0.841 -3.276 -3.494
C -1.131 -3.586 -4.804
C -0.544 -2.859 -5.843
C 0.329 -1.831 -5.572
C 0.602 -1.507 -4.245
H 1.903 0.060 -4.662
H 2.231 0.816 -2.501
H -0.788 -3.510 1.353
H -1.026 -3.347 3.849
H -0.499 -2.201 6.007
H 1.023 -0.216 5.960
H 1.858 0.582 3.764
H -1.274 -3.827 -2.670
H -1.814 -4.394 -5.028
H -0.777 -3.099 -6.872
H 0.801 -1.277 -6.375
N 3.056 -0.983 0.617
C 4.161 -1.345 0.548
N 5.392 -1.631 0.454
C 6.089 -2.742 0.518
N 6.775 -3.679 0.552
C 1.885 2.991 -0.436
C 1.079 3.499 0.767
C 1.633 2.941 2.084
C -0.426 3.304 0.617
C -1.199 4.457 0.547
C -2.579 4.430 0.406
C -3.205 3.191 0.351
C -2.500 2.001 0.428
C -3.286 0.698 0.377
C -2.925 -0.144 -0.853
C -3.147 -0.111 1.673
C -1.064 2.012 0.554
N -0.404 0.857 0.613
H 2.923 3.333 -0.386
H 1.440 3.337 -1.373
H 1.908 1.898 -0.467
H 1.233 4.579 0.796
H 1.635 1.846 2.064
H 1.018 3.260 2.928
H 2.662 3.275 2.250
H -0.695 5.419 0.599
H -3.151 5.348 0.341
H -4.286 3.148 0.250
H -4.337 0.980 0.282
H -1.855 -0.370 -0.844
H -3.151 0.404 -1.771
H -3.478 -1.091 -0.865
H -2.135 -0.508 1.765
H -3.860 -0.945 1.689
H -3.346 0.524 2.540
*
```

Values from the calculation:
Frontier orbital gap (alpha / beta) (eV): 4.2 / 4.2
E_HOMO (alpha / beta) (eV): -5.72 / -5.73
E_LUMO (alpha / beta) (eV): -1.52 / -1.52

Atom charges from the Mulliken analysis, given in e for atoms 1 to 2: 0.4387 0.0888

Ordered maximum force results: 2.19 5.51 3.90; unit eV Å⁻¹.